Entry 1:
C16H33BN2OP2Ti | ωB97M-V/def2-TZVPD

Values from the calculation:
Total energy: -2371.10201 Eh
Max |F|: 3.2 eV/A
2S+1: 1
Total charge: 0

Each line ends with the natural charge from an NBO analysis.
Positions of all 56 atoms, in Å:
Ti1 0.8787 0.2325 1.4566  1.23
P1 -3.3822 -0.4478 -1.7350  1.27
P2 2.9466 -1.0047 2.0480  0.86
N1 1.3211 1.4291 0.2584  -0.84
H1 -3.2807 -1.4709 -0.7464  0.08
C1 -4.5879 0.7778 -1.2081  -0.96
H2 -5.2870 0.9739 -2.0334  0.26
H3 -4.0830 1.7122 -0.9290  0.27
H4 -5.1479 0.3952 -0.3447  0.28
C2 -3.9169 -1.1767 -3.2883  -0.97
H5 -4.8143 -0.6544 -3.6457  0.25
H6 -4.1499 -2.2369 -3.1245  0.27
H7 -3.1126 -1.0898 -4.0301  0.26
C3 -1.7904 0.3467 -1.9987  -0.97
H8 -1.5524 0.3096 -3.0736  0.26
H9 -1.0054 -0.1658 -1.4234  0.31
H10 -1.8324 1.3915 -1.6659  0.27
C4 3.6906 -0.5634 3.6544  -0.94
H11 4.4812 -1.2780 3.9208  0.23
H12 2.9179 -0.5646 4.4341  0.26
H13 4.1184 0.4460 3.5924  0.25
C5 2.9139 -2.8275 2.0917  -0.94
H14 3.6957 -3.2097 2.7637  0.23
H15 3.0763 -3.2190 1.0784  0.24
H16 1.9320 -3.1618 2.4528  0.26
C6 4.2238 -0.6196 0.8076  -0.93
H17 5.1389 -0.2754 1.3028  0.24
H18 3.8539 0.1715 0.1444  0.27
H19 4.4364 -1.5153 0.2125  0.23
C7 1.5712 2.2354 -0.7737  0.16
C8 1.5729 4.4738 -1.7758  -0.22
C9 1.2970 3.6413 -0.7023  -0.23
C10 2.1198 1.7281 -2.0003  -0.29
C11 2.3914 2.5804 -3.0611  -0.20
C12 2.1207 3.9529 -2.9604  -0.29
H20 1.3578 5.5403 -1.6916  0.21
H21 0.8624 4.0182 0.2265  0.21
H22 2.3081 0.6528 -2.0654  0.20
H23 2.8163 2.1691 -3.9774  0.20
H24 2.3282 4.6169 -3.8004  0.20
C13 -1.6496 -1.5553 0.8035  0.09
O1 -0.6256 -0.7721 0.9130  -0.69
C14 -2.8124 -1.3022 1.6866  -0.66
H25 -2.5132 -1.3200 2.7479  0.23
H26 -3.5799 -2.0685 1.5238  0.20
H27 -3.2534 -0.3145 1.4789  0.18
C15 -1.4430 -2.8512 0.1117  -0.66
H28 -0.5431 -3.3658 0.4934  0.20
H29 -1.2995 -2.6952 -0.9685  0.16
H30 -2.3081 -3.5077 0.2621  0.21
B1 -0.3698 -0.9583 4.7563  -0.62
C16 0.0931 0.2035 3.8899  0.41
N2 0.4527 1.1334 3.2478  -0.61
H31 -1.4141 -0.6112 5.2717  0.04
H32 0.5126 -1.1576 5.5739  0.03
H33 -0.5351 -1.9209 4.0177  0.03


Entry 2:
C16H33FN9O8S | ωB97M-V/def2-TZVPD

Values from the calculation:
Total energy: -2221.73039 Eh
Max |F|: 8.5 eV/A
2S+1: 1
Total charge: +1

Each line ends with the natural charge from an NBO analysis.
Positions of all 68 atoms, in Å:
O1 6.8537 -0.2266 1.0431  -0.43
C1 5.6672 0.0814 1.2309  0.92
F1 5.1948 0.9722 2.2432  -0.33
N1 4.5937 -0.5457 0.3826  -0.62
C2 4.3185 0.4818 -0.6794  0.74
O2 4.6896 0.1908 -1.8509  -0.37
N2 3.6604 1.7923 -0.4253  -0.24
N3 4.3093 2.9819 -0.6727  -0.12
N4 3.4568 3.9792 -0.3373  0.10
N5 2.2394 3.5940 0.1454  -0.13
C3 2.3574 2.1444 0.0903  0.44
C4 1.3701 0.9556 0.5192  -0.72
S1 -0.3688 1.1073 -0.1187  1.80
O3 -1.2767 0.9154 1.0961  -0.89
O4 -0.7006 -0.0477 -1.0585  -0.87
H1 3.7160 -0.6363 0.9268  0.41
H2 5.2779 3.0585 -1.0320  0.49
H3 1.7624 -0.0880 0.1999  0.29
H4 1.3453 0.9279 1.6816  0.35
H5 -0.6968 2.3588 -0.6405  0.13
C5 0.9473 2.6511 4.3349  0.53
O5 1.9736 2.7159 3.6734  -0.68
N6 0.6069 1.6243 5.1618  -0.42
C6 -0.6317 1.6200 5.9155  -0.40
C7 1.5121 0.4989 5.2931  -0.41
H6 0.1920 3.4527 4.3087  0.12
H7 -0.3990 1.5664 6.9817  0.21
H8 -1.2213 0.7469 5.6257  0.20
H9 -1.2114 2.5237 5.7209  0.22
H10 2.4771 0.8567 5.6606  0.22
H11 1.6591 0.0408 4.3111  0.19
H12 1.1069 -0.2399 5.9853  0.22
C8 2.6118 -3.3704 -0.3554  0.52
O6 3.3937 -3.1186 0.5495  -0.66
N7 2.8482 -4.2311 -1.3823  -0.42
C9 1.8684 -4.4786 -2.4215  -0.40
C10 4.1222 -4.9235 -1.4386  -0.42
H13 1.6159 -2.8989 -0.4078  0.10
H14 1.6134 -5.5411 -2.4241  0.21
H15 2.2977 -4.2035 -3.3879  0.20
H16 0.9624 -3.8937 -2.2528  0.21
H17 4.2471 -5.5177 -0.5300  0.22
H18 4.9280 -4.1869 -1.4888  0.22
H19 4.1658 -5.5751 -2.3120  0.22
C11 -3.4816 3.8236 -0.8140  0.52
O7 -2.8925 4.3694 -1.7322  -0.64
N8 -4.6764 3.1777 -0.9147  -0.42
C12 -5.3123 2.5521 0.2267  -0.40
C13 -5.3337 3.1139 -2.2073  -0.42
H20 -3.0699 3.8130 0.2096  0.10
H21 -5.4365 1.4853 0.0243  0.20
H22 -6.2917 3.0107 0.3841  0.20
H23 -4.7095 2.6773 1.1281  0.21
H24 -4.6745 2.6121 -2.9198  0.23
H25 -5.5247 4.1300 -2.5619  0.21
H26 -6.2750 2.5684 -2.1318  0.21
C14 -4.4994 -1.3182 -3.6030  0.53
O8 -4.3062 -0.1262 -3.7607  -0.63
N9 -3.5906 -2.2050 -3.1019  -0.43
C15 -3.8941 -3.6124 -2.9424  -0.40
C16 -2.2791 -1.7208 -2.7167  -0.42
H27 -5.4621 -1.7873 -3.8639  0.11
H28 -3.7918 -3.8815 -1.8879  0.19
H29 -3.1901 -4.1983 -3.5391  0.19
H30 -4.9111 -3.8331 -3.2707  0.22
H31 -2.3936 -0.9574 -1.9467  0.23
H32 -1.7946 -1.2709 -3.5874  0.21
H33 -1.6646 -2.5380 -2.3356  0.19


Entry 3:
C16H34AsBN2O5P | ωB97M-V/def2-TZVPD

Values from the calculation:
Total energy: -3717.32857 Eh
Max |F|: 6.6 eV/A
2S+1: 1
Total charge: -1

Each line ends with the natural charge from an NBO analysis.
Positions of all 60 atoms, in Å:
C1 -4.0146 2.6977 -0.5246  -0.63
C2 -3.6948 2.3292 1.0729  -0.42
C3 -2.2654 3.0491 1.4181  -0.43
C4 -1.3543 2.2303 2.5487  -0.08
O1 -0.0866 1.8534 1.9400  -0.89
As1 0.0609 0.0096 1.6378  1.37
C5 2.0520 0.2608 1.7660  -0.79
C6 2.8850 0.5490 0.4097  -0.42
C7 3.3793 -0.8187 -0.4176  -0.42
C8 3.9224 -0.3238 -1.9202  -0.21
N1 2.9989 -0.8858 -3.0194  -0.42
C9 2.2358 0.0045 -3.9974  -0.08
C10 1.3216 -0.9403 -4.9943  -0.33
C11 1.5953 -2.5028 -4.5797  -0.32
C12 2.6816 -2.3510 -3.3400  -0.09
C13 0.1089 -0.3977 3.6587  -1.22
B1 -1.0329 -1.5405 4.0894  1.21
O2 -2.4764 -1.4292 3.7876  -0.99
O3 -0.6058 -2.8000 4.7962  -1.00
C14 -0.0381 0.2703 -0.3531  -0.88
C15 -1.4928 0.1291 -1.0673  0.38
C16 -1.5335 0.5761 -2.6821  -0.72
N2 -2.6694 -0.3484 -0.5748  -0.71
P1 0.2094 -2.2849 1.3295  0.83
O4 -0.6056 -2.8041 -0.1117  -1.03
O5 1.8160 -2.8911 1.4922  -0.99
H1 -4.7708 3.6080 -0.6308  0.19
H2 -3.0307 3.0585 -1.0972  0.21
H3 -4.4277 1.7680 -1.1128  0.20
H4 -4.5429 2.9046 1.6854  0.19
H5 -3.7513 1.1844 1.3007  0.25
H6 -1.5597 3.2286 0.5023  0.21
H7 -2.5329 4.1306 1.8472  0.18
H8 -1.1003 3.0600 3.3701  0.15
H9 -1.9423 1.3992 3.1141  0.20
H10 -1.4613 -0.1955 1.7264  -0.12
H11 2.2147 1.2257 2.4559  0.24
H12 2.6307 -0.5951 2.3643  0.23
H13 2.4713 1.3881 -0.3036  0.21
H14 3.9305 1.0006 0.7838  0.19
H15 2.5100 -1.5668 -0.6353  0.22
H16 4.3147 -1.3024 0.1100  0.21
H17 5.0080 -0.7011 -2.1613  0.20
H18 3.9326 0.8580 -2.0214  0.22
H19 2.3149 1.1954 -4.0156  0.24
H20 0.5974 -0.5687 -5.8376  0.23
H21 1.1716 -3.5017 -5.0203  0.24
H22 3.1878 -3.2424 -2.7307  0.23
H23 0.0409 0.5757 4.3136  0.25
H24 1.1541 -0.8992 3.9451  0.23
H25 -2.6262 -2.0399 2.9845  0.50
H26 -0.5863 -3.5571 4.1096  0.50
H27 0.3125 1.3941 -0.5578  0.23
H28 0.6882 -0.4354 -0.9865  0.24
H29 -0.7726 1.4284 -2.9350  0.22
H30 -2.6220 0.7535 -3.0745  0.20
H31 -1.1381 -0.3920 -3.2571  0.24
H32 -3.4125 -0.3168 -1.3095  0.32
H33 -1.5717 -3.0374 0.0585  0.51
H34 1.9727 -3.4503 0.6511  0.48


Entry 4:
C16H34AsCoN4O4 | ωB97M-V/def2-TZVPD

Values from the calculation:
Max |F|: 0.6 eV/A
Relative energy (zero: lowest compared OMol25 entry of this formula, charge and spin): 0.000 eV
2S+1: 2
Total charge: +1

Each line ends with the natural charge from an NBO analysis.
Positions of all 60 atoms, in Å:
Co1 0.5773 1.1001 0.1628  1.25
N1 0.6491 1.4189 2.1207  -0.79
C1 -0.0014 0.3203 2.8825  -0.22
C2 -1.4779 0.2456 2.5516  -0.54
C3 -1.7863 -0.1179 1.0955  0.81
O1 -2.9522 -0.0583 0.7136  -0.70
O2 -0.7784 -0.4614 0.3731  -0.87
H1 1.6280 1.4805 2.3852  0.40
H2 0.2151 2.3029 2.3714  0.39
H3 0.1440 0.4707 3.9543  0.20
H4 0.4938 -0.6061 2.5946  0.21
H5 -1.9686 1.2002 2.7642  0.21
H6 -1.9681 -0.4876 3.1945  0.25
N2 -0.9681 2.3311 0.0192  -0.54
C4 -1.8689 3.0504 -0.0490  0.59
N3 -2.9783 3.7389 -0.1102  -0.47
C5 -4.2091 3.0579 0.3616  -0.22
C6 -4.5145 3.4606 1.7957  -0.41
C7 -4.5587 4.9810 1.9407  -0.40
C8 -3.2581 5.6185 1.4543  -0.41
C9 -2.9573 5.2054 0.0203  -0.20
H7 -4.0639 1.9822 0.2620  0.26
H8 -5.0145 3.3686 -0.3083  0.20
H9 -3.7448 3.0441 2.4537  0.20
H10 -5.4634 3.0133 2.0940  0.23
H11 -4.7449 5.2561 2.9790  0.23
H12 -5.3953 5.3757 1.3548  0.20
H13 -2.4286 5.3077 2.0979  0.20
H14 -3.3162 6.7067 1.5075  0.23
H15 -1.9888 5.5684 -0.3200  0.22
H16 -3.7192 5.5941 -0.6589  0.21
C10 5.1129 0.6965 -0.1297  -0.42
N4 4.3048 -0.4791 -0.4319  -0.38
C11 5.0212 -1.6685 -0.8779  -0.41
C12 3.0003 -0.4936 -0.1725  0.74
C13 2.2201 -1.7409 -0.4615  -0.72
O3 2.4512 0.5137 0.3358  -0.73
H17 5.7556 0.9159 -0.9808  0.21
H18 5.7368 0.5146 0.7471  0.21
H19 4.4635 1.5425 0.0610  0.24
H20 5.9727 -1.3558 -1.2998  0.22
H21 4.4670 -2.1974 -1.6486  0.22
H22 5.2191 -2.3501 -0.0485  0.21
H23 2.6314 -2.5794 0.1034  0.24
H24 2.2789 -1.9951 -1.5189  0.24
H25 1.1824 -1.5852 -0.1783  0.27
C14 -0.7045 -1.8409 -2.4217  -1.00
As1 -0.5590 0.0593 -2.6135  2.00
C15 -0.0804 0.3785 -4.4417  -1.00
C16 -2.3070 0.7875 -2.3613  -1.02
O4 0.6802 0.7704 -1.7255  -1.15
H26 -1.4973 -2.1782 -3.0895  0.25
H27 -0.9577 -2.0633 -1.3890  0.29
H28 0.2324 -2.3138 -2.7062  0.24
H29 -0.8059 -0.0857 -5.1082  0.25
H30 0.9073 -0.0404 -4.6239  0.25
H31 -0.0507 1.4520 -4.6166  0.25
H32 -2.9570 0.3241 -3.1049  0.25
H33 -2.2752 1.8631 -2.5239  0.24
H34 -2.6588 0.5301 -1.3607  0.30


Number 1 is which compound?
C16H33BN2OP2Ti


What is the formula in the fourth record?
C16H34AsCoN4O4


Which formula does entry 2 have?
C16H33FN9O8S


What is the total charge in the fourth record?
+1